(1)
This record from the OMol25 dataset describes a structure of composition C37H57As3Cl3Ge3N2STi. The level of theory is ωB97M-V/def2-TZVPD.

```
107
C37H57As3Cl3Ge3N2STi (ωB97M-V/def2-TZVPD)
Ti 0.1177 0.6289 1.2943
C -2.4405 3.9226 0.5482
As -2.1593 2.0087 0.7811
C -3.0943 1.8429 2.4806
C -3.4088 1.2042 -0.4949
C -2.9784 1.0560 -1.9760
C -2.4139 2.3686 -2.5043
C -1.9766 -0.0895 -2.1662
As -0.1341 -0.0267 -1.4659
C 0.7823 1.0238 -2.8400
C 0.3560 -1.8031 -2.1184
C -4.2666 0.6655 -2.7312
As -4.5158 0.5261 -4.7109
C -4.6011 2.4394 -5.1637
C -2.7385 0.1762 -5.4944
H -3.4744 4.1478 0.8101
H -2.2592 4.2189 -0.4779
H -1.7695 4.4550 1.2185
H -4.1599 2.0392 2.3640
H -2.6480 2.5851 3.1414
H -2.9345 0.8590 2.9063
H -4.3146 1.8144 -0.4387
H -3.6658 0.2223 -0.0880
H -1.5385 2.6848 -1.9279
H -3.1620 3.1639 -2.4548
H -2.1033 2.2678 -3.5444
H -1.8322 -0.2620 -3.2321
H -2.3976 -1.0106 -1.7576
H 0.5605 0.6167 -3.8275
H 1.8563 0.9812 -2.6613
H 0.4593 2.0625 -2.7997
H 0.0039 -1.8948 -3.1465
H -0.1006 -2.5836 -1.5105
H 1.4352 -1.9456 -2.0966
H -5.0508 1.3854 -2.4709
H -4.6095 -0.2945 -2.3335
H -5.3921 2.9054 -4.5762
H -4.8691 2.5278 -6.2158
H -3.6651 2.9681 -4.9930
H -2.4303 -0.8496 -5.2957
H -1.9616 0.8685 -5.1709
H -2.8593 0.2803 -6.5731
C 1.8808 -5.5988 -0.7682
C 1.0169 -5.2054 0.2447
C 1.2154 -3.9989 0.8941
C 2.2637 -3.1530 0.5409
C 3.1471 -3.5796 -0.4513
C 2.9560 -4.7892 -1.1037
Ge 2.6048 -1.4960 1.5271
C 2.9470 -1.9022 3.4024
C 1.9327 -2.2836 4.2777
C 2.2256 -2.7126 5.5606
C 3.5438 -2.7748 5.9895
C 4.5663 -2.4155 5.1251
C 4.2694 -1.9853 3.8402
C 3.9798 -0.4102 0.6618
C 4.1287 -0.4255 -0.7278
C 5.0476 0.3947 -1.3606
C 5.8238 1.2696 -0.6135
C 5.6624 1.3291 0.7633
C 4.7431 0.5039 1.3914
H 1.7292 -6.5415 -1.2774
H 0.1936 -5.8455 0.5369
H 0.5429 -3.7197 1.6957
H 4.0103 -2.9825 -0.7173
H 3.6555 -5.1015 -1.8685
H 0.8956 -2.2326 3.9694
H 1.4234 -2.9977 6.2289
H 3.7726 -3.1084 6.9931
H 5.5982 -2.4751 5.4459
H 5.0892 -1.7408 3.1764
H 3.5133 -1.0825 -1.3331
H 5.1592 0.3514 -2.4368
H 6.5548 1.9017 -1.1025
H 6.2566 2.0171 1.3514
H 4.6097 0.5894 2.4628
C -2.2161 -3.8032 2.6640
Ge -2.5979 -2.2216 1.5517
C -4.0983 -1.3129 2.4508
C -3.2864 -2.8738 -0.1777
C -0.8402 -1.2879 1.3275
H -3.1341 -4.3542 2.8708
H -1.7810 -3.5044 3.6196
H -1.5247 -4.4902 2.1746
H -4.9070 -2.0445 2.5093
H -4.4848 -0.4424 1.9233
H -3.8513 -1.0189 3.4711
H -3.9228 -3.7389 0.0141
H -2.4899 -3.1960 -0.8513
H -3.8976 -2.1313 -0.6927
H -0.4388 -1.8881 0.5017
H -0.3396 -1.6933 2.2187
Cl 0.0001 0.3670 3.7494
Ge 1.9002 1.9994 3.8361
Cl 0.3796 3.4013 2.7304
Cl 1.5634 2.7103 5.8791
S 2.1635 2.0432 0.1939
C 1.7490 3.5352 -0.4306
N 2.7940 4.4095 -0.6220
C 2.6336 5.6563 -1.1073
C 1.3836 6.0705 -1.4416
C 0.3498 5.1339 -1.2608
N 0.5127 3.9188 -0.7820
H 3.7132 4.0796 -0.3560
H 3.5276 6.2557 -1.1993
H 1.1972 7.0584 -1.8304
H -0.6610 5.4072 -1.5390
```

Properties
Total charge: +1
⟨S²⟩: 2.01
Multiplicity: 3



(2)
This record from the OMol25 dataset describes a structure of composition C37H64BIN9O2PPbS3 at a distorted geometry. The level of theory is ωB97M-V/def2-TZVPD.

```
119
C37H64BIN9O2PPbS3 (ωB97M-V/def2-TZVPD)
Pb 1.1447 1.1751 -0.1388
C 2.1999 3.4429 3.7369
C 0.8461 2.9875 3.1848
C -0.3006 3.7409 3.8603
C 0.6492 1.5013 3.3352
C 0.5621 0.7588 4.5246
C 0.4098 -0.5535 4.1252
C 0.3775 -1.7734 5.0001
C 1.7658 -2.4216 5.0072
C -0.0756 -1.4254 6.4143
N 0.4028 -0.5843 2.7673
N 0.5315 0.6902 2.2934
B -0.0436 -1.8014 1.8744
N 1.0233 -2.4020 0.9304
N 1.4911 -1.6225 -0.0941
C 2.1900 -2.4015 -0.8980
C 2.1680 -3.7223 -0.4123
C 1.4023 -3.7005 0.7324
C 1.1458 -4.9742 1.5235
C 2.3581 -5.3489 2.3861
C -0.1457 -5.1145 2.3298
C 2.8192 -1.8754 -2.1632
C 3.2247 -3.0228 -3.0853
C 4.0154 -0.9575 -1.8791
N -1.2877 -1.4036 1.0187
N -1.1202 -0.8766 -0.2239
C -2.3216 -0.7869 -0.7646
C -3.3070 -1.2164 0.1555
C -2.6060 -1.6036 1.2845
C -3.1499 -2.0892 2.5993
C -4.4824 -2.8127 2.4144
C -3.2871 -0.9248 3.5886
C -2.4822 -0.3598 -2.2016
C -3.7953 -0.8870 -2.7783
C -2.3631 1.1539 -2.3972
H 2.3326 4.5147 3.5620
H 3.0178 2.9107 3.2513
H 2.2562 3.2554 4.8175
H 0.8184 3.2207 2.1193
H -0.3526 3.4962 4.9277
H -1.2645 3.4908 3.4052
H -0.1489 4.8209 3.7667
H 0.6129 1.1332 5.5372
H -0.3312 -2.4900 4.5876
H 2.4792 -1.7618 5.5098
H 2.1253 -2.5674 3.9871
H 1.7547 -3.3874 5.5234
H 0.6545 -0.7784 6.9112
H -0.1747 -2.3365 7.0109
H -1.0398 -0.9091 6.4092
H -0.3738 -2.6302 2.6523
H 2.6201 -4.6008 -0.8551
H 1.0862 -5.7310 0.7397
H 2.5030 -4.6267 3.1899
H 3.2699 -5.3671 1.7866
H 2.2155 -6.3374 2.8377
H -0.1022 -4.5626 3.2713
H -0.2944 -6.1716 2.5726
H -1.0171 -4.7660 1.7673
H 2.0581 -1.2871 -2.6827
H 4.0504 -3.6021 -2.6540
H 3.5540 -2.6206 -4.0444
H 2.3876 -3.7025 -3.2775
H 4.7088 -1.4134 -1.1660
H 3.7152 0.0041 -1.4560
H 4.5554 -0.7471 -2.8068
H -4.3757 -1.2662 0.0057
H -2.4406 -2.7943 3.0295
H -5.2636 -2.1195 2.0826
H -4.8085 -3.2569 3.3590
H -4.3995 -3.6063 1.6682
H -4.0563 -0.2260 3.2427
H -2.3457 -0.3757 3.6794
H -3.5711 -1.2833 4.5848
H -1.6548 -0.8116 -2.7552
H -4.6571 -0.3943 -2.3111
H -3.8996 -1.9654 -2.6293
H -3.8356 -0.6847 -3.8522
H -3.0992 1.6870 -1.7836
H -2.5384 1.4111 -3.4469
H -1.3653 1.5100 -2.1306
S 3.5504 0.6758 1.4194
C 4.9301 1.3414 0.7177
N 5.8978 1.7909 0.2536
N -3.2922 2.6399 1.5976
C -3.0692 3.8868 1.0422
C -1.8049 3.8289 0.5336
N -1.2551 2.5862 0.7747
C -2.1728 1.8952 1.4093
H -4.1330 2.3222 2.0383
H -3.8138 4.6675 1.0514
H -1.2385 4.5902 0.0113
H -2.0812 0.8641 1.7350
C 3.6983 2.5087 -4.1809
C 2.4269 2.8141 -4.9387
C 2.5756 3.9461 -5.9350
O 2.0476 1.6191 -5.6631
P 0.5898 0.9734 -5.3957
S 0.4014 -0.5846 -6.5653
S 0.2971 0.8150 -3.4506
O -0.3277 2.2163 -5.9560
C -1.5895 2.6025 -5.3936
C -1.7982 4.0561 -5.7632
C -2.6977 1.7013 -5.9093
H 4.0143 3.3773 -3.5977
H 4.4969 2.2298 -4.8772
H 3.5283 1.6834 -3.4875
H 1.6514 3.0615 -4.2135
H 3.3728 3.7154 -6.6499
H 2.8271 4.8760 -5.4151
H 1.6421 4.0829 -6.4844
H -1.5281 2.5085 -4.3132
H -1.7772 4.1762 -6.8516
H -1.0065 4.6729 -5.3305
H -2.7641 4.4101 -5.3872
H -2.7615 1.7669 -7.0007
H -3.6601 1.9923 -5.4738
H -2.4886 0.6616 -5.6464
I 1.9868 3.9659 -0.6983
```

Properties
Total charge: -2
Multiplicity: 1



(3)
This record from the OMol25 dataset describes a cluster of 2 separate species, C2H3F2O2S in total at a distorted geometry. The level of theory is ωB97M-V/def2-TZVPD.

```
10
C2H3F2O2S (ωB97M-V/def2-TZVPD)
C -0.0956 0.4964 -1.2492
C -0.8393 -0.4371 -0.3294
O 0.5425 0.7678 3.1144
O 2.3125 -0.5265 1.8338
F -2.2844 -0.2586 -0.2052
F -0.7859 -1.7765 -0.8288
S 0.9118 -0.4464 2.2890
H -0.6750 0.9882 -2.1697
H 0.5264 -0.1032 -1.7641
H 0.3870 1.2960 -0.6909
```

Properties
Total charge: -1
Multiplicity: 1



(4)
This record from the OMol25 dataset describes a cluster of 2 separate species, C9H14O in total at a distorted geometry. The level of theory is ωB97M-V/def2-TZVPD.

```
24
C9H14O (ωB97M-V/def2-TZVPD)
C -0.6265 -0.0734 -2.3052
C 0.0876 0.5970 -1.1556
C 0.5468 -0.2487 -0.1471
C 1.0571 0.2707 1.0426
C 1.1365 1.6428 1.2766
O 1.7637 2.2210 2.3540
C 0.8103 2.4599 0.1855
C 0.2242 1.9925 -0.9774
H -1.1967 0.5606 -2.9863
H -1.1632 -0.9673 -1.9645
H 0.1512 -0.5725 -2.9044
H 0.5499 -1.3304 -0.2241
H 1.5425 -0.4070 1.7259
H 1.1127 2.2393 3.0488
H 0.8372 3.5410 0.3373
H -0.1136 2.6388 -1.7771
C -1.9198 -4.0763 0.4086
C -2.0409 -2.9078 -0.5820
H -1.2920 -3.8883 1.2819
H -2.8175 -4.6071 0.7094
H -1.3032 -4.9018 -0.0176
H -1.2097 -2.8632 -1.2769
H -2.0035 -2.0359 0.0854
H -2.9403 -2.9519 -1.1994
```

Properties
Structure (SMILES): Cc1ccc(O)cc1.CC
Multiplicity: 1



(5)
This record from the OMol25 dataset describes a structure of composition C24H22N4NiO5 at a distorted geometry. The level of theory is ωB97M-V/def2-TZVPD.

```
56
C24H22N4NiO5 (ωB97M-V/def2-TZVPD)
Ni -0.4374 -0.2516 0.0774
O -1.6546 1.1766 -6.4562
C -1.9925 2.1764 -5.5240
C -1.6372 1.7546 -4.1252
C -1.9109 2.6300 -3.0462
C -1.6246 2.2168 -1.7676
N -1.1269 1.0215 -1.4593
C -0.8386 0.1362 -2.4982
C -1.0838 0.5447 -3.8714
C 0.8474 -1.5834 -1.9634
C 1.0835 -2.5626 -2.9213
C 1.3506 -3.8559 -2.4995
C 1.5320 -4.9703 -3.4998
O 2.1259 -4.5847 -4.7117
C 1.3863 -4.1039 -1.1281
C 1.1341 -3.0688 -0.2464
N 0.8640 -1.8309 -0.6457
H -2.0028 1.4291 -7.3172
H -3.0756 2.3846 -5.5497
H -1.4599 3.1142 -5.7512
H -2.3431 3.6003 -3.2249
H -1.8142 2.8639 -0.9238
H -0.8157 -0.1361 -4.6575
H 1.0371 -2.3146 -3.9712
H 0.5391 -5.3385 -3.7794
H 2.0835 -5.7933 -3.0256
H 3.0506 -4.3585 -4.5586
H 1.5749 -5.1004 -0.7581
H 1.1348 -3.2379 0.8226
O -1.8370 -1.4523 -1.0097
N -1.7018 -1.1414 -2.1932
O -2.3366 -1.6472 -3.0857
O 0.5742 -0.3099 -2.3119
C 3.4626 2.7099 2.9119
C 2.9793 2.8223 1.6139
C 1.8912 2.0821 1.2063
C 1.2352 1.2294 2.1108
C 1.7485 1.1070 3.4165
C 2.8518 1.8371 3.8024
N 0.1590 0.5070 1.6975
C -0.8662 0.2037 2.5585
C -1.2841 1.0735 3.5813
C -2.3577 0.7419 4.3792
C -3.0347 -0.4564 4.1950
C -2.6417 -1.3207 3.1804
C -1.5772 -1.0014 2.3687
H 4.3234 3.2840 3.2219
H 3.4616 3.4948 0.9197
H 1.4895 2.1532 0.2032
H 1.2814 0.4085 4.0962
H 3.2453 1.7224 4.8025
H -0.7746 2.0193 3.7029
H -2.6775 1.4262 5.1521
H -3.8678 -0.7125 4.8307
H -3.1685 -2.2528 3.0330
H -1.2366 -1.6947 1.5896
```

Properties
⟨S²⟩: 2.01
Multiplicity: 3



(6)
This record from the OMol25 dataset describes a structure of composition Cd3I. The level of theory is ωB97M-V/def2-TZVPD.

```
4
Cd3I (ωB97M-V/def2-TZVPD)
Cd -0.7722 3.1217 -1.6321
Cd 0.8032 -3.1348 -2.0567
Cd 0.0594 0.1264 3.7310
I -0.0904 -0.1134 -0.0422
```

Properties
Total charge: +5
Multiplicity: 1



(7)
This record from the OMol25 dataset describes the molecule C20H17N5O at a distorted geometry. The level of theory is ωB97M-V/def2-TZVPD.

```
43
C20H17N5O (ωB97M-V/def2-TZVPD)
C 7.8703 -3.0619 -1.0990
C 6.4691 -2.6465 -0.7739
C 5.8139 -3.1692 0.3367
C 4.5298 -2.7761 0.6564
C 3.8834 -1.8428 -0.1458
N 2.5864 -1.4406 0.1669
N 1.9484 -1.9198 1.2095
C 0.7609 -1.3053 1.1737
C -0.3604 -1.3854 2.0067
C -1.4556 -0.6180 1.7104
C -2.6666 -0.6924 2.5988
C -1.4503 0.2473 0.5687
N -2.6152 0.9884 0.3327
C -2.8437 1.9576 -0.5994
O -2.0358 2.3650 -1.4062
C -4.2279 2.5187 -0.5257
C -5.3580 1.7584 -0.2378
C -6.5952 2.3805 -0.2214
C -6.6546 3.7394 -0.4954
N -5.5896 4.4683 -0.7829
C -4.4140 3.8735 -0.8051
C -0.3615 0.3445 -0.2657
C 0.7563 -0.4374 0.0380
N 1.9432 -0.5636 -0.5671
C 4.5207 -1.3078 -1.2596
C 5.8048 -1.7130 -1.5634
H 8.0548 -3.0026 -2.1689
H 8.0634 -4.0772 -0.7609
H 8.5782 -2.4003 -0.5985
H 6.3179 -3.8950 0.9581
H 4.0144 -3.1774 1.5142
H -0.3494 -2.0414 2.8629
H -2.4767 -1.3769 3.4214
H -2.9065 0.2829 3.0253
H -3.5364 -1.0632 2.0538
H -3.3676 0.8076 0.9798
H -5.2854 0.6931 -0.0617
H -7.4936 1.8216 -0.0099
H -7.5978 4.2694 -0.4943
H -3.5624 4.4924 -1.0530
H -0.3613 0.9987 -1.1190
H 3.9977 -0.5862 -1.8662
H 6.3017 -1.2994 -2.4287
```

Properties
Structure (SMILES): Cc1ccc(-n2nc3cc(C)c(NC(=O)c4cccnc4)cc3n2)cc1
Multiplicity: 1



(8)
This record from the OMol25 dataset describes a cluster of 12 separate species, C14H52N12O12 in total at a distorted geometry. The level of theory is ωB97M-V/def2-TZVPD.

```
90
C14H52N12O12 (ωB97M-V/def2-TZVPD)
N 1.2270 20.0290 9.9430
C 1.2270 18.7720 10.2480
N 0.8920 18.5460 11.4640
O 1.5520 17.7840 9.2840
H 1.6900 20.3440 9.0470
H 1.0820 20.7360 10.6540
H 0.7650 17.5690 11.7640
H 0.5190 19.2800 12.0230
N -2.9680 21.5340 4.5750
C -2.2210 21.2670 5.6010
N -2.7320 20.3940 6.4380
O -0.9250 21.8210 5.7630
H -2.5380 22.0590 3.8070
H -3.9720 21.3040 4.5320
H -2.3750 20.4370 7.3890
H -3.6470 19.9840 6.3100
N -0.3090 23.5400 7.8380
C -0.5190 23.7780 9.1340
N -0.9730 22.7910 9.8730
O 0.0010 24.8960 9.7630
H 0.1040 24.2970 7.3030
H -0.5730 22.7220 7.3000
H -0.8340 22.7300 10.8630
H -1.2070 21.8820 9.4660
N -1.6470 17.8840 14.2900
C -2.5960 17.2190 13.6660
N -2.9450 16.2300 14.3130
O -3.1620 17.5990 12.4650
H -1.2130 18.6680 13.7820
H -1.1180 17.6730 15.1600
H -3.6710 15.7270 13.9450
H -2.5520 15.9460 15.1970
N -5.4130 22.2940 11.6750
C -4.1320 22.6080 11.6490
N -3.6640 22.9700 10.5070
O -3.3260 22.4000 12.8070
H -5.8290 21.9810 12.5940
H -6.0920 22.3030 10.9320
H -2.7050 23.1570 10.2860
H -4.3590 23.1100 9.7540
N 1.2620 21.3980 12.8210
C -0.0280 21.2800 12.9070
N -0.6610 22.4140 12.6860
O -0.6860 20.0710 13.0740
H 1.9220 20.6430 13.0630
H 1.6630 22.2070 12.3600
H -1.6440 22.3140 12.7630
H -0.2090 23.2870 13.0110
C -3.5280 19.8020 9.5380
C -2.1380 19.9470 10.0130
O -1.2410 20.2740 8.9990
H -4.2780 19.5920 10.3140
H -3.5490 19.1310 8.6930
H -3.9620 20.7440 9.1110
H -1.7750 19.0490 10.4610
H -2.1240 20.6460 10.8070
H -0.4040 19.9270 9.2830
C -1.8630 16.3750 9.5030
C -1.9200 16.9880 8.0980
O -3.1930 16.8330 7.5510
H -2.0840 15.2600 9.4120
H -2.5650 16.7660 10.1920
H -0.7930 16.4530 9.9650
H -1.1920 16.5480 7.4340
H -1.6540 18.0500 8.1770
H -3.2760 15.9500 7.1950
C -5.2680 19.6220 13.8030
O -6.4300 20.4510 13.8270
H -4.3930 20.1280 14.1630
H -5.1140 19.4650 12.6850
H -5.3780 18.6930 14.4250
H -7.0680 20.1070 13.1650
C -6.0580 19.2610 7.4940
O -5.3380 18.3290 6.6560
H -6.9150 19.6180 6.9740
H -5.5140 20.2040 7.7850
H -6.3770 18.7510 8.3550
H -4.7240 17.8610 7.1700
C -4.3800 23.2730 7.5500
O -5.4400 22.7340 8.3300
H -4.2320 22.6120 6.6610
H -3.3790 23.1900 7.9870
H -4.6660 24.2970 7.2230
H -6.2330 22.5300 7.8080
C -5.7210 17.0150 10.3850
O -5.2670 16.3630 11.4940
H -6.4660 16.4320 9.8190
H -4.9370 17.2260 9.7360
H -6.1180 17.9830 10.7050
H -4.5280 16.9000 11.8490
```

Properties
Structure (SMILES): NC(N)=O.NC(N)=O.NC(N)=O.NC(N)=O.NC(N)=O.NC(N)=O.CCO.CCO.CO.CO.CO.CO
Multiplicity: 1



Taking the records one at a time from the top gives ΔE to the lowest compared entry with this formula, charge and spin values of 110.07; 61.00; 184.97; 86.36; 223.13; 18.47; 5.91; 624.24 kJ/mol.
Taking the records one at a time from the top gives calculated total energy values of -465852.3096; -112744.3394; -22486.6935; -11606.7417; -82481.7500; -21716.3990; -30514.1118; -57810.9584 eV.